ORCA calculation (the ωB97M-V functional and the def2-TZVPD basis) on one molecule with the formula C17H18N2O3S at a distorted geometry.

Results
ΔE to the lowest compared entry with this formula, charge and spin = 136.0 kcal per mole
electronic energy = -1391.85969 Eh
Kohn-Sham gap = 0.3013 Ha
structure (SMILES) = CC(=O)Nc1ccc([C@@H](C[N+](=O)[O-])Sc2ccc(C)cc2)cc1

Each line ends with the natural charge from an NBO analysis.
Element x y z (Å)
C 4.79302 -0.02984 -2.85606  -0.70
C 3.46984 0.51977 -2.19433  0.69
O 2.69482 1.22854 -2.87166  -0.61
N 3.21329 0.09747 -0.88905  -0.62
C 2.12679 0.51377 -0.03792  0.15
C 1.10024 1.30769 -0.47078  -0.23
C -0.03625 1.65220 0.23281  -0.18
C -0.07957 1.23687 1.63892  -0.04
C -1.34624 1.21141 2.44058  -0.37
C -1.61635 2.71940 2.80728  -0.29
N -2.72799 3.06826 3.69140  0.52
O -3.35281 4.07477 3.34881  -0.36
O -2.86006 2.40377 4.74270  -0.37
S -2.83657 0.49188 1.68209  0.28
C -2.40958 -0.58612 0.41683  -0.23
C -3.14635 -0.78542 -0.80840  -0.19
C -2.66467 -1.67760 -1.81579  -0.22
C -1.58194 -2.54985 -1.56266  -0.01
C -1.30213 -3.63632 -2.54803  -0.65
C -1.05262 -2.56520 -0.16554  -0.21
C -1.46279 -1.60230 0.74582  -0.20
C 1.11388 0.62949 2.16455  -0.21
C 2.14449 0.23816 1.28495  -0.23
H 5.60727 0.57319 -2.49022  0.23
H 4.90688 -1.02245 -2.60396  0.21
H 4.77653 0.24846 -3.98625  0.25
H 3.77453 -0.65051 -0.53844  0.40
H 0.97425 1.64547 -1.51173  0.26
H -0.78504 2.26052 -0.18871  0.22
H -1.19639 0.57815 3.33507  0.24
H -0.70345 3.13884 3.11242  0.24
H -1.97151 3.27337 1.90841  0.24
H -3.96983 -0.01792 -1.03054  0.23
H -3.00510 -1.62943 -2.89751  0.22
H -1.87710 -4.52016 -2.38336  0.23
H -1.58253 -3.40118 -3.58136  0.22
H -0.20109 -3.88400 -2.68268  0.22
H -0.31443 -3.32265 -0.11635  0.21
H -0.90655 -1.50677 1.73404  0.22
H 1.21239 0.29394 3.21677  0.22
H 3.08070 -0.01765 1.72786  0.21

---

ORCA calculation (the ωB97M-V functional and the def2-TZVPD basis) on one molecule with the formula C17H18N4O5S at a distorted geometry.

Results
ΔE to the lowest compared entry with this formula, charge and spin = 111.8 kcal per mole
electronic energy = -1651.93004 Eh
Kohn-Sham gap = 0.2970 Ha
structure (SMILES) = O=C(NCc1ccco1)[C@H]1CCCN(S(=O)(=O)c2cccc3nonc23)C1

Each line ends with the natural charge from an NBO analysis.
Element x y z (Å)
O 0.01529 0.06003 -0.62382  -0.67
C -0.40772 -0.52454 0.35722  0.70
N -1.51477 -0.11214 1.00978  -0.60
C -2.35529 0.97455 0.53463  -0.29
C -3.70383 0.47160 0.14066  0.26
C -4.17886 -0.01949 -1.03990  -0.30
C -5.52636 -0.38596 -0.80332  -0.31
C -5.76681 -0.09537 0.50286  0.09
O -4.67110 0.41934 1.08402  -0.40
C 0.24063 -1.76503 0.95635  -0.31
C 0.37360 -2.86171 -0.11354  -0.39
C 1.43571 -2.49680 -1.14756  -0.42
C 2.76928 -2.26900 -0.44169  -0.22
N 2.63898 -1.26277 0.57854  -0.70
S 3.54004 0.10840 0.56883  2.36
O 4.63772 -0.10315 -0.32959  -0.94
O 3.80734 0.48475 1.92345  -0.92
C 2.51087 1.38959 -0.14804  -0.31
C 2.71453 1.80874 -1.42466  -0.14
C 1.93922 2.83992 -2.01584  -0.19
C 0.95050 3.48096 -1.33248  -0.20
C 0.71042 3.06712 -0.00714  0.13
N -0.17676 3.45033 0.88915  -0.09
O 0.02767 2.69121 1.96241  -0.10
N 1.02099 1.81473 1.80960  -0.08
C 1.49134 2.00684 0.59472  0.06
C 1.62441 -1.46456 1.56965  -0.22
H -1.84583 -0.61441 1.81802  0.40
H -1.85043 1.40644 -0.33244  0.25
H -2.45869 1.72839 1.32102  0.23
H -3.63673 -0.10211 -1.95920  0.23
H -6.21411 -0.80392 -1.50899  0.23
H -6.64166 -0.20145 1.11286  0.20
H -0.39894 -2.13553 1.76405  0.21
H -0.59152 -3.01326 -0.60205  0.22
H 0.65430 -3.79507 0.38169  0.20
H 1.13764 -1.58389 -1.66240  0.24
H 1.53816 -3.29881 -1.87939  0.21
H 3.10948 -3.20567 0.02308  0.18
H 3.54013 -1.92177 -1.12845  0.24
H 3.50186 1.33596 -1.99105  0.25
H 2.15308 3.11581 -3.03723  0.23
H 0.35551 4.26827 -1.76524  0.23
H 1.90410 -2.31990 2.20204  0.20
H 1.59664 -0.56672 2.18942  0.26

---

ORCA calculation (the ωB97M-V functional and the def2-TZVPD basis) on an isolated ion of composition C17H18NO2 and charge +1 at a distorted geometry.

Results
ΔE to the lowest compared entry with this formula, charge and spin = 36.6 kcal per mole
electronic energy = -863.53491 Eh
total charge = +1
Kohn-Sham gap = 0.2385 Ha
structure (SMILES) = COc1ccc([C@H](OC)[C@H]2C=[NH+]c3ccccc32)cc1

Each line ends with the natural charge from an NBO analysis.
Element x y z (Å)
C 3.85371 -0.92171 3.00647  -0.26
O 3.18899 0.34120 2.99550  -0.48
C 1.82564 0.31361 3.02639  0.33
C 1.16306 1.56123 2.94100  -0.26
C -0.19767 1.62900 2.72095  -0.18
C -0.90586 0.44640 2.48132  -0.13
C -2.35646 0.35793 1.89272  0.18
O -3.08944 -0.50663 2.73048  -0.53
C -4.48624 -0.23233 2.95976  -0.25
C -2.37223 0.05469 0.26831  -0.42
C -3.71540 -0.03183 -0.28446  0.25
N -3.90142 0.88240 -1.24129  -0.42
C -2.72462 1.60944 -1.50213  0.08
C -2.43047 2.60075 -2.46220  -0.21
C -1.09930 2.99300 -2.57715  -0.18
C -0.08528 2.41375 -1.78986  -0.17
C -0.40477 1.44393 -0.83927  -0.20
C -1.74456 1.07659 -0.66248  0.05
C -0.32754 -0.77671 2.78046  -0.13
C 1.04675 -0.86877 3.01244  -0.32
H 4.90576 -0.65222 3.01001  0.21
H 3.61507 -1.48902 3.91629  0.19
H 3.64410 -1.53694 2.12067  0.18
H 1.73735 2.46996 2.99364  0.24
H -0.74007 2.56394 2.61568  0.22
H -2.76465 1.39546 1.92300  0.18
H -4.94862 -1.21046 3.05111  0.21
H -4.56088 0.33016 3.90296  0.21
H -4.93879 0.31187 2.13482  0.16
H -1.74074 -0.86905 0.43986  0.33
H -4.49225 -0.71777 0.03676  0.25
H -4.79532 1.07079 -1.71302  0.45
H -3.21635 2.97738 -3.11146  0.24
H -0.80836 3.72164 -3.35110  0.24
H 0.95201 2.74241 -1.88851  0.24
H 0.33224 1.02546 -0.15620  0.25
H -0.91604 -1.72136 2.76633  0.22
H 1.54379 -1.84605 3.08361  0.23

---

ORCA calculation (the ωB97M-V functional and the def2-TZVPD basis) on one molecule with the formula C17H18O3S.

Results
ΔE to the lowest compared entry with this formula, charge and spin = 17.3 kcal per mole
electronic energy = -1282.47558 Eh
Kohn-Sham gap = 0.3108 Ha
structure (SMILES) = COc1cc(C=O)ccc1OCCSc1ccc(C)cc1

Each line ends with the natural charge from an NBO analysis.
Element x y z (Å)
C -1.95376 -1.22521 2.39824  -0.25
O -1.54907 -0.08713 1.67387  -0.51
C -2.29379 0.29262 0.58674  0.22
C -3.42873 -0.38056 0.17427  -0.19
C -4.17964 0.04217 -0.92574  -0.22
C -5.37133 -0.70860 -1.30823  0.42
O -5.78742 -1.69619 -0.75094  -0.54
C -3.77677 1.17365 -1.62986  -0.16
C -2.64536 1.84913 -1.23413  -0.26
C -1.88487 1.43516 -0.13795  0.31
O -0.81830 2.22431 0.11702  -0.49
C 0.16534 1.88391 1.07326  -0.08
C 1.32423 2.84864 0.88076  -0.54
S 2.18933 2.57525 -0.70241  0.25
C 2.75165 0.89770 -0.57735  -0.18
C 3.09319 0.29132 0.62237  -0.24
C 3.53942 -1.01880 0.62950  -0.22
C 3.67135 -1.74189 -0.54721  0.06
C 4.16393 -3.15672 -0.54288  -0.65
C 3.34123 -1.11611 -1.74587  -0.23
C 2.88207 0.18434 -1.76486  -0.22
H -1.22409 -1.33013 3.19980  0.20
H -1.93960 -2.12416 1.77496  0.18
H -2.95058 -1.09391 2.82943  0.18
H -3.77964 -1.25788 0.69386  0.23
H -5.89725 -0.29000 -2.18958  0.11
H -4.34583 1.51543 -2.48088  0.22
H -2.30416 2.72624 -1.76076  0.23
H 0.50410 0.85217 0.93290  0.20
H -0.23459 1.98858 2.09008  0.19
H 2.03427 2.77893 1.70303  0.22
H 0.95196 3.86957 0.80918  0.24
H 3.02250 0.82858 1.55579  0.21
H 3.79655 -1.47969 1.57282  0.21
H 3.44506 -3.81204 -1.03286  0.22
H 5.10438 -3.23000 -1.08819  0.22
H 4.32431 -3.51143 0.47203  0.21
H 3.43928 -1.66035 -2.67411  0.21
H 2.62063 0.66315 -2.69610  0.22